[1]
Formula: C31H45O3Sm
Source: OMol25
Level of theory: wB97M-V/def2-TZVPD

Properties
gap between HOMO and LUMO (alpha / beta): 5.8 / 5.9 eV
HOMO (alpha / beta): -0.23394 / -0.23526 Ha
ΔE to the lowest compared entry with this formula, charge and spin: 0.0 kcal/mol
molecular weight: 616.06 g mol⁻¹

```
! RIJCOSX wB97M-V def2-TZVPD def2/J DEFGRID3
* xyz 0 6
C 0.1284 -0.1657 -5.4206
C 1.4872 1.7452 5.2431
C -0.4202 2.1632 -3.5830
C -0.4366 0.9482 -2.6469
C 1.0894 2.5487 1.5009
C -2.0022 2.2288 -3.2996
H 0.6028 0.7961 -5.3552
H -1.8228 -0.0985 2.9537
C 1.3416 -2.1580 -5.2804
C 0.3108 -0.5499 -6.8485
H 1.8143 2.8588 -1.7677
C -2.0345 1.4266 1.3621
H 1.8977 -4.6475 0.6054
C 0.7676 -3.3721 1.9303
H -2.9473 -0.5256 -1.1739
H 0.4815 2.7288 2.3882
C 1.2812 -1.7296 -6.7712
C -0.9066 1.0493 5.6705
Sm 0.8487 0.4701 0.2779
C 1.2245 -3.3401 4.4370
H 0.7537 0.2775 -7.3849
H -2.4448 4.4049 -2.7648
C 0.7166 -0.5788 4.6097
H 0.8744 -2.5581 -7.3913
C -2.0439 -0.8301 0.8328
H -2.7018 3.3547 -1.4436
H 3.6880 1.4751 -0.3895
C 1.0072 -1.3331 5.7441
H 1.0122 -0.8675 6.7253
C 2.7943 1.9476 0.0393
H 0.1472 0.0586 -3.0202
C 0.9278 -2.6537 3.2675
O -1.9831 0.8964 -2.6854
H 2.8826 -3.5171 1.5707
H -2.9832 2.5872 -5.2673
H -1.7475 0.4205 5.3561
H -1.3602 -3.6609 2.2021
C 2.3766 1.9182 1.4121
H -3.3010 2.0311 -0.3602
H 1.4246 -4.4033 4.3998
H -0.0366 1.3527 -1.5825
C 2.0127 -4.1844 1.5933
H 0.3859 2.9332 -3.4248
O 0.8047 -1.0647 -4.4203
H 0.6763 -3.0069 -5.1644
H -4.0080 1.6634 -4.0270
H 1.5439 -3.2427 6.5720
H -0.6430 -0.8898 -7.2306
H 2.3001 -1.3896 -7.0927
O 0.9539 -0.5378 2.1975
C 1.7863 2.6419 -0.7031
C -2.6398 1.2872 0.0887
C 0.7189 2.9768 0.1884
H -2.1401 -1.9187 0.9310
C -1.8061 0.1091 1.8824
C -3.0237 1.8820 -4.4524
C 0.3119 0.8825 4.7333
H 0.6447 -2.6154 1.1457
C -2.1208 3.4486 -2.3498
H -0.3868 2.0519 -4.6586
H -0.9329 -0.1414 -5.2372
C 1.2859 -2.6898 5.6681
H 1.2306 2.8070 5.3346
H 2.1947 -4.9800 2.3348
H 2.3199 -2.5019 -4.9624
H 0.0290 1.1740 3.7177
H -1.1986 3.8745 -1.9277
C 0.8504 -1.2293 3.3305
H -1.2590 2.0849 5.7051
H 2.9286 1.5054 2.2535
H 2.3591 1.6582 4.5872
H 1.7857 1.3886 6.2436
H -0.2395 3.4439 -0.0391
H -0.6412 -4.7239 0.9638
C -2.5335 -0.0802 -0.2776
H -2.7671 0.9016 -4.8747
C -0.4737 -4.2572 1.9453
H -2.0116 2.3460 1.9398
H -0.3593 -5.0568 2.6956
H -0.6470 0.7505 6.6984
*
```

---

[2]
Formula: C16H15Br3FeN5O3
Source: OMol25
Level of theory: wB97M-V/def2-TZVPD

Properties
gap between HOMO and LUMO (alpha / beta): 7.3 / 5.7 eV
HOMO (alpha / beta): -0.27694 / -0.27776 Ha
ΔE to the lowest compared entry with this formula, charge and spin: 52.9 kcal/mol
molecular weight: 620.89 g mol⁻¹

```
! RIJCOSX wB97M-V def2-TZVPD def2/J DEFGRID3
* xyz 0 2
C -0.7662 0.7679 3.1685
N -2.3522 -1.0779 -0.0906
C 2.2619 1.8233 -0.5168
O 0.4051 -1.4270 0.3348
C 3.2668 -2.6554 -0.5239
Br -2.5133 2.0026 -0.1765
Br 3.6814 5.6619 0.0651
C 2.7571 0.5412 -1.0547
C 4.5932 -0.9429 -1.7659
H 4.7433 1.1287 -1.4424
H -3.2434 -2.1517 -1.7422
H -1.4074 0.7746 5.1628
C 0.7457 -0.1941 -2.3107
H 0.9089 5.0528 1.0143
C 3.0832 2.9496 -0.4924
C 0.5762 2.9927 0.5152
N 0.9944 1.8467 -0.0288
Fe -0.8673 0.3170 -0.0192
C 2.5988 4.1231 0.0443
C -0.7225 1.3200 4.5169
H 4.0817 2.9221 -0.9003
Br 6.2638 -0.8861 -2.6487
H 0.9414 -0.9503 -3.0749
C 1.3222 4.1572 0.5758
O -1.0834 -2.1336 -3.1318
H 3.0344 -3.7014 -0.3712
H -1.9364 -1.9172 0.3016
N -0.5840 -0.2743 -1.8453
C 4.0561 0.2934 -1.4079
H 0.9876 0.7954 -2.7094
H -1.0214 2.3662 4.4834
H -3.2035 -0.3740 -1.8496
H 4.5905 -3.0729 -2.0297
C -2.6571 -1.2594 -1.5231
N 1.7315 -0.4035 -1.2048
C 1.4887 -1.2261 -0.1729
C 4.1217 -2.2661 -1.4817
O 2.6100 -1.8171 0.3589
N -0.8002 0.3296 2.1122
H -3.1982 -0.8655 0.4251
H -0.4291 2.9878 0.9165
H 0.2869 1.2450 4.9162
C -1.3428 -1.2893 -2.2765
*
```

---

[3]
Formula: C36H38F23NO29S3
Source: OMol25
Level of theory: wB97M-V/def2-TZVPD

Properties
SMILES: O=S(=O)(F)N(CCCS)CCC(F)(F)C(F)(F)C(F)(F)C(F)(F)S(F)(F)(F)(F)F.O=C1OC[C@@H](F)O1.O=C1OC[C@@H](F)O1.O=C1OC[C@@H](F)O1.O=C1OC[C@@H](F)O1.O=C1OC[C@@H](F)O1.O=C1OC[C@@H](F)O1.O=C1OC[C@@H](F)O1.O=C1OC[C@@H](F)O1.O=C1OC[C@@H](F)O1
gap between HOMO and LUMO: 9.5 eV
HOMO: -0.35279 Ha
molecular weight: 1481.83 g mol⁻¹

```
! RIJCOSX wB97M-V def2-TZVPD def2/J DEFGRID3
* xyz 0 1
F -2.8531 2.6765 -5.6863
H -3.8161 1.3898 -9.6191
C 4.7528 -4.1638 -0.8279
H 0.2358 -1.5360 9.5282
F 2.3420 0.2306 10.5934
F -7.4851 2.4418 -9.8767
F -1.6551 1.2197 -8.6762
F 8.6213 -1.3226 -1.1996
S -2.3522 -0.9513 -3.8447
H 2.5536 -3.2203 -3.6816
O 2.2516 -3.9720 16.6849
C 3.4358 -3.4348 -0.7164
C -2.0632 2.2173 -7.8569
O -0.9020 7.0404 7.0574
O 2.5599 -1.7127 6.7194
H 2.3956 7.8264 5.3641
F -0.7699 -0.7852 -3.9144
O 7.9597 -1.2048 2.1810
C 1.4542 8.1471 4.9147
C 1.8101 -2.8307 6.9397
C 3.9641 -4.2911 1.2756
C 1.8554 1.7293 4.3751
C 0.6467 -3.2635 15.2272
S -6.5723 1.2564 -9.4579
C 2.6757 -2.5085 -4.4955
O -3.9623 -2.7538 -10.1298
O 1.9510 -3.0718 14.6634
H 4.4409 -2.3556 6.1851
H -0.0572 0.1828 9.8660
H -3.5847 3.7037 -7.6793
H -5.6748 -4.2913 -11.7575
O 4.0670 -2.3116 -4.7231
C -5.1535 -2.3641 -10.8294
O 1.1373 4.2879 2.2563
H 1.9466 -0.5510 -5.0694
F -1.2702 -1.0432 -6.3055
C -0.2144 7.2611 6.1238
C -5.1745 -3.3464 -11.9765
O 1.0311 -0.2660 12.3700
F -3.6172 0.0627 -7.5401
H -7.9722 4.5253 -5.8937
H 3.5222 -2.3494 -0.6443
H 1.2789 3.2230 5.8888
F -0.9892 3.0630 -7.7382
F 2.5955 -3.7396 -1.7507
O 3.8933 -4.5020 2.4356
F 3.2494 2.8997 5.9079
H 3.4750 -3.8338 4.4811
H -6.0240 -2.4366 -10.1829
O -0.8273 -0.7545 13.5441
O 2.9029 -3.9445 0.4874
C -2.4829 -0.8612 -5.7320
O -3.7951 -3.5879 -12.1941
C -0.2451 -0.7137 12.5129
C -3.1843 3.0543 -8.4411
O 1.9898 -3.7268 5.9529
O 0.5110 8.4032 5.9420
F 1.6687 9.2853 4.2090
H 0.0984 7.5305 3.3456
S -8.1712 2.7734 -4.2570
O -7.3598 0.3164 -8.7490
H 5.5194 -3.5909 -1.3439
C -4.2417 2.3041 -9.2345
C -2.2841 1.6839 -6.4153
O 2.2057 3.9771 4.2157
C -6.0401 3.1175 -7.7293
C 1.4682 3.5756 3.1401
H -0.0060 -2.4264 14.9971
O 5.9846 -2.2829 2.2392
F -3.2545 -1.9153 -6.0994
H -2.6920 3.7250 -9.1341
H 0.2107 -4.1802 14.8272
H -8.1859 2.7541 -7.4921
F -5.7167 -2.8121 -13.0985
H -9.4404 2.6352 -4.6634
F 3.7519 -0.9322 4.9629
C 4.4487 -1.2371 -3.9798
H 7.5307 0.0825 -0.2947
C 2.0926 2.9678 5.2081
H 1.2522 0.9807 4.8808
F -4.2971 0.7039 -5.5868
C 2.8614 -3.5849 15.5261
F -2.1520 -2.5202 -3.9511
H 0.9938 -2.4442 17.2379
O 1.1047 -2.9858 7.8792
H -6.2456 3.9357 -8.4174
O -2.0519 -3.7536 -10.7692
O 4.0181 -3.6788 15.3099
C 0.9576 -3.3917 16.6983
H -5.0518 -1.3371 -11.1759
C 6.8843 -1.8148 1.6351
C 7.9883 -0.8860 -0.0875
H 2.7913 1.2756 4.0501
H 4.6367 -5.1339 -1.3139
O 5.0988 -4.3493 0.5475
C 2.1993 -1.1139 -4.1697
O 3.3650 -0.5451 -3.5527
F -2.2461 -1.0599 -2.2813
H 1.3602 -1.1005 -3.4882
O 5.5686 -0.9593 -3.7191
H 9.6261 -1.7116 1.0608
C 8.8879 -0.9118 1.1278
O -0.7466 -1.1151 11.3262
H 2.0192 -1.6437 11.2067
H 9.3936 0.0322 1.3088
F -2.4971 0.6077 -3.7053
H -6.4452 3.9198 -5.2949
C -3.1877 0.4110 -6.3007
O -0.0233 6.4110 5.0849
F 0.0987 -4.2281 17.3331
H -5.3374 3.5141 -7.0105
H 1.4424 6.4027 3.6043
C 2.8008 -3.1167 4.9331
C 1.4899 -0.6962 11.0972
H -4.5277 2.9004 -10.0946
H 2.1563 -2.6979 4.1597
N -5.4465 1.9455 -8.4203
O -5.9306 0.8186 -10.6483
F 2.0987 -2.9909 -5.6246
C 0.2075 -0.7798 10.3062
C -3.1529 -3.3989 -11.0038
H -7.0896 1.7383 -6.5407
C 3.5106 -2.0377 5.7139
O 6.9760 -1.8144 0.2716
O 1.1613 2.2647 3.2385
C 0.7586 7.0893 4.0928
F -1.0743 1.4462 -5.8540
C -7.2799 2.7407 -6.9039
C -7.4178 3.6231 -5.6647
F -3.9028 -1.1511 -3.7422
*
```

---

[4]
Formula: C8H18F3I2OP2W
Source: OMol25
Level of theory: wB97M-V/def2-TZVPD

Properties
gap between HOMO and LUMO (alpha / beta): 7.0 / 5.5 eV
HOMO (alpha / beta): -0.77805 / -0.77447 Ha
molecular weight: 686.82 g mol⁻¹

```
! RIJCOSX wB97M-V def2-TZVPD def2/J DEFGRID3
* xyz 3 3
W 0.0072 0.3364 -0.4900
H 4.0386 -0.8141 -1.7834
H -2.9480 1.5479 1.2500
I -0.0387 2.6249 -2.0093
H 2.6118 -1.1563 1.8568
C -3.2631 1.2538 0.2391
C 3.0054 -0.4623 -1.9142
H -4.3266 0.9709 0.2478
H -3.9992 -1.0219 -1.7714
F 1.0894 0.4815 2.4882
H 2.4142 -1.2569 -2.3882
H -2.3628 -1.4311 -2.3787
H 2.8702 1.6631 1.3059
H -2.1845 -2.4274 0.5702
P 2.3266 -0.0676 -0.2776
H 2.9829 0.4327 -2.5486
F 0.0105 -1.4087 2.1172
H 3.0120 2.2443 -0.3805
C -2.9771 -0.6417 -1.9246
I 0.0469 -2.4254 -1.2382
C -0.0037 -0.0655 1.8002
P -2.2937 -0.1713 -0.3096
H 4.2872 1.1781 0.3085
H 3.8929 -1.6071 0.6753
C 2.8192 -1.4258 0.8154
H -3.1095 2.0984 -0.4449
H -3.8325 -1.7312 0.6551
H -2.9890 0.2353 -2.5832
C -2.7630 -1.5222 0.8024
O -0.0676 3.0012 1.4123
C -0.0353 2.1503 0.6137
H 2.2589 -2.3338 0.5634
H -2.5763 -1.2350 1.8464
F -1.1086 0.4531 2.4818
C 3.2104 1.4023 0.2949
*
```

---

[5]
Formula: C32H73N7O14P2
Source: OMol25
Level of theory: wB97M-V/def2-TZVPD

Properties
gap between HOMO and LUMO (alpha / beta): 7.0 / 3.0 eV
HOMO (alpha / beta): -0.36142 / -0.36142 Ha
molecular weight: 841.92 g mol⁻¹

```
! RIJCOSX wB97M-V def2-TZVPD def2/J DEFGRID3
* xyz 1 2
H 1.2990 3.3824 -1.5894
C 2.1827 -8.0744 3.6980
O -2.0140 3.6188 -0.5815
H -4.3510 -1.4139 -0.5719
O -2.0661 -2.1066 -1.5518
H 0.4211 -3.9487 1.6274
H -3.7511 -1.8955 2.9371
H -4.6875 5.0079 -2.0145
H 1.8358 -6.6147 5.8954
C 1.4684 4.1313 -0.8157
H -4.4608 1.1310 -3.4637
H 7.9987 0.9444 1.8896
H -6.2469 4.2527 -1.5726
C 3.0699 -9.3882 1.8560
P -1.7120 -1.6865 -0.1919
H 1.0089 5.0636 -1.1440
H -6.0638 -4.6689 -5.3138
C -5.9002 -0.2799 -2.9182
O -4.1942 2.9643 -0.1663
H 4.7753 6.8882 1.2792
H 0.4022 -7.4376 6.2874
H -0.7398 -6.2545 4.4656
C -5.2740 4.0894 -2.0360
H 1.2724 -2.6495 -1.0308
H -7.6963 1.8557 -7.7556
C -4.8285 0.1668 -3.8145
C -2.9368 3.4494 0.1561
C -0.8784 0.6058 1.1714
H -0.3280 -4.3830 0.1183
H -4.2544 -2.8895 -6.3524
C 6.0047 2.0020 -0.5714
H 7.2421 -0.2917 2.9916
H 1.8305 -2.0445 0.5423
C -1.8966 4.2317 2.2035
H -3.5135 -3.0685 -2.2902
C 1.0349 -1.9847 -0.2003
H 5.4304 2.9477 3.9376
N 3.3941 0.6540 2.3681
H 3.6065 0.3453 4.3947
C -4.9345 -4.2889 -3.4077
O 5.2849 -0.9413 1.1953
N -0.2523 -2.3877 0.3803
H -0.3432 1.5112 -1.0455
H -5.4310 -0.3534 -1.9371
H 2.1029 -0.2953 3.7093
O -5.8593 1.0806 -7.0204
H -1.8411 1.0923 -1.7219
O 2.1809 -9.2439 2.9743
C 5.4072 6.0745 0.9235
C 3.1713 -0.1661 3.5361
C 2.7269 1.9937 2.4483
O 1.2461 -8.1811 4.5476
H -1.7091 1.0005 1.7563
C -4.3796 -3.1981 -5.3250
H -5.3610 -4.9801 -2.6959
H 2.4870 2.4515 1.4886
H 2.8738 -10.3918 1.4786
C 5.8952 2.7797 2.9661
C -3.4748 -2.9082 -4.3175
H -1.3798 -3.9984 1.3555
C -5.3214 -4.1176 -4.7559
C 3.3871 4.9191 0.3601
H 0.9234 -0.9511 -0.5280
H 1.0957 3.8760 0.1762
H 6.5609 1.1552 -0.9734
C 6.6430 6.5664 0.1902
H 7.2250 5.6554 0.0511
H -6.6518 0.5070 -2.8544
H -0.1164 -5.2905 5.6583
H 5.6483 2.7190 -1.3110
H -1.0982 3.5092 2.3730
C -4.2547 -1.1597 0.4837
O 2.8434 5.1588 1.4624
C -0.9568 0.6396 -1.2734
H 7.1301 7.3859 0.7186
O 4.6283 5.3283 0.0324
H 7.7191 1.1507 3.6726
H -6.2449 2.8645 -7.9997
H -6.5371 1.2781 -8.8416
O 2.8684 4.3465 -0.7597
H 1.7759 1.9248 2.9765
H 3.2839 2.6903 3.0749
H -6.2125 -1.2537 -3.2953
H -5.3780 2.0659 -1.5964
N -3.9585 -3.3842 -3.1402
H -0.4678 -0.0010 -2.0073
H -1.4789 5.0846 1.6684
P 4.8586 0.4662 1.5072
C 3.6988 1.0756 -0.9154
C -5.8426 1.3091 -5.5944
H -4.0240 -0.5685 -3.7998
C -6.6179 1.8440 -7.9135
N -1.3225 -0.0581 -0.0739
O 2.8186 -7.0942 3.4327
H -0.5492 -0.1618 1.8718
H -3.7935 2.6247 -2.2393
H -5.0080 -1.7402 1.0162
N 6.0108 1.3575 2.5303
H 6.5765 2.5538 0.1748
H -0.0361 1.2919 1.0823
H 3.6477 -1.1319 3.3679
H 6.4673 7.0000 -0.7943
H 2.9172 -8.6790 1.0424
C -0.4073 -3.7000 0.9640
H -5.6652 3.8746 -3.0305
H -2.5572 -2.3399 -4.2801
H -4.2822 -0.0733 0.5686
O -5.1919 0.2385 -5.2172
H -2.3821 -0.8252 2.7299
H 3.8026 1.7800 -1.7408
H 5.3377 3.3956 2.2605
H 6.8754 3.2111 2.7631
N -2.9602 -1.8223 0.9040
H -2.1600 4.6356 3.1810
H 5.6926 5.5945 1.8596
C -2.8327 -1.7495 2.3685
C 0.2284 -5.9191 4.8373
N 4.7933 1.4590 0.0577
O -2.9226 3.6861 1.4719
C 7.3301 0.7631 2.7311
C -4.5931 2.8187 -1.5244
C 0.9708 -7.0844 5.4272
O -6.2424 2.2906 -5.0301
H -2.1498 -2.5481 2.6585
H 2.6620 1.1133 -0.5811
H 3.9261 0.0325 -1.1355
H 4.1027 -9.5406 2.1695
H 0.8738 -5.3491 4.1688
*
```

---

[6]
Formula: C9H8BO10
Source: OMol25
Level of theory: wB97M-V/def2-TZVPD

Properties
gap between HOMO and LUMO: 9.6 eV
HOMO: -0.26255 Ha
molecular weight: 286.97 g mol⁻¹

```
! RIJCOSX wB97M-V def2-TZVPD def2/J DEFGRID3
* xyz -1 1
O -0.7040 2.2221 0.5983
C -2.5268 -3.0482 -0.8214
O 1.4623 2.7761 0.9424
H -0.4197 -1.8847 1.8152
O 5.8570 2.4227 0.8563
H -4.5169 -1.8166 -0.8216
H -0.8221 -4.1994 0.4047
C 0.7659 2.6279 -1.2195
H -2.2334 -1.3087 1.1589
C -1.2659 -1.9817 1.0128
O 3.1070 4.4226 0.2927
O -1.9294 -1.7607 -1.3095
O 0.5695 -1.3174 -0.8930
C 0.4002 2.5135 0.1681
C -4.1631 -2.9030 -0.5151
O 3.6923 2.1461 0.2594
C -0.6752 -1.6112 -0.5074
C 4.7566 2.8853 0.6024
O 5.1410 5.2080 0.8970
O 2.0597 2.9629 -1.3235
H -2.2006 -3.8871 -1.6055
H -2.5068 -4.0560 1.3547
B 2.5803 3.0771 0.0426
C -1.7827 -3.5182 0.6009
O 0.0267 2.4507 -2.1741
H -4.2688 -2.9806 0.6494
C 4.3982 4.2794 0.6228
H -4.8013 -3.7207 -1.0878
*
```

---

[7]
Formula: CH4BBrO2
Source: OMol25
Level of theory: wB97M-V/def2-TZVPD

Properties
gap between HOMO and LUMO (alpha / beta): 10.8 / 5.1 eV
HOMO (alpha / beta): -0.42532 / -0.33878 Ha
ΔE to the lowest compared entry with this formula, charge and spin: 69.3 kcal/mol
molecular weight: 138.76 g mol⁻¹

```
! RIJCOSX wB97M-V def2-TZVPD def2/J DEFGRID3
* xyz 0 1
O 0.1038 -1.2871 0.6913
H -0.3364 -1.9288 0.2699
H -1.2127 -0.9689 -1.2812
Br -3.4847 -0.4656 0.4677
H 0.6494 1.3250 1.3942
H 0.3863 2.1116 -0.1400
O -0.5167 -0.2624 -1.4035
C 0.4849 1.1852 0.3519
B -0.0137 -0.1707 -0.1451
*
```

---

Q: What is the formula in the first record?
A: C31H45O3Sm

---

Q: Which formula does entry 4 have?
A: C8H18F3I2OP2W

---

Q: Among the records above, which one has the lowest molecular weight?
A: CH4BBrO2

---

Q: Which of these has the highest molecular weight?
A: C36H38F23NO29S3